No. 1
The following is a quantum chemistry calculation of 3 unconnected molecules or ions with the total composition C34H54O6S2, from OMol25.

SMILES = CCCCCCCCCCCCCCCCC1=CC(=O)c2ccccc2C1=O.O=S1(=O)CCCC1.O=S1(=O)CCCC1
Charge = 0
HOMO = -9.878 eV

```
96
Properties=species:S:1:pos:R:3:forces:R:3:mulliken_charge:R:1
C 2.3043 -1.6677 6.1458 -0.6 0.2 -0.4 -1.4852
C 2.3037 -0.5576 5.0825 0.5 -0.3 0.2 0.1780
C 3.6635 -0.4064 4.3608 -0.9 0.5 -0.5 -0.4843
C 3.8445 1.0248 3.8138 0.5 -0.8 -0.1 -0.2989
C 5.0273 1.1179 2.8266 -1.2 0.2 -0.1 -1.0726
C 4.6878 0.3461 1.5206 0.6 0.6 0.3 0.2917
C 4.8288 1.2038 0.2545 0.6 -1.1 -0.2 -0.9876
C 4.6188 0.3167 -0.9974 -1.0 1.5 -0.1 -0.9333
C 3.1133 0.2643 -1.4050 0.4 -0.3 -0.8 -0.3020
C 2.6766 -1.1443 -1.8982 0.3 0.0 1.1 -1.2177
C 1.7357 -1.8501 -0.8796 -0.2 -0.1 -0.7 0.7938
C 0.3899 -2.2882 -1.5014 0.6 0.0 0.3 -0.8861
C -0.4407 -3.1885 -0.5629 -0.5 0.4 -1.2 0.3575
C -1.4521 -2.4666 0.3401 1.0 -0.5 1.2 -1.4371
C -0.8939 -1.3162 1.2388 -0.8 -0.2 -0.6 -0.2041
C -1.0512 0.0152 0.4772 0.4 0.1 0.8 0.0055
C -0.9908 1.2566 1.3346 -0.7 0.2 -0.2 0.0884
C -0.2933 1.4002 2.4577 -0.1 0.2 0.4 -0.0014
C -0.2896 2.7019 3.1933 0.5 0.5 0.4 -0.2378
O 0.6234 3.0328 3.9353 -0.7 -0.5 -0.4 -0.5864
C -1.4537 3.6370 2.9634 0.5 -0.8 -0.3 0.2823
C -1.7863 4.6276 3.8475 0.7 0.1 0.9 -0.5044
C -2.8762 5.4244 3.6001 0.0 0.6 0.8 -0.6077
C -3.6288 5.2451 2.4719 -1.0 0.5 -0.6 -0.4586
C -3.2927 4.2818 1.5479 -0.4 0.2 -0.2 -0.6236
C -2.2101 3.4902 1.8138 0.6 -1.2 -0.8 0.6765
C -1.8044 2.4329 0.8377 0.4 -0.3 -0.8 -0.0507
O -2.0770 2.4895 -0.3524 -0.2 0.2 0.8 -0.5857
H 2.3494 -2.6429 5.6491 0.3 0.0 0.2 0.3237
H 1.3434 -1.6455 6.6720 0.2 -0.1 0.2 0.3871
H 3.1215 -1.5669 6.8626 -0.1 0.0 -0.1 0.3801
H 1.9812 0.3949 5.5179 0.1 -0.1 0.0 0.3731
H 1.5631 -0.8379 4.3236 -0.1 0.2 0.1 -0.2496
H 3.5944 -1.0530 3.4768 0.5 -0.2 0.3 0.2394
H 4.5069 -0.7187 4.9842 -0.1 0.1 0.0 0.4587
H 3.9385 1.7287 4.6464 -0.1 0.0 -0.1 0.5234
H 2.9448 1.2528 3.2335 -0.1 0.3 0.3 -0.1149
H 5.9409 0.7491 3.3000 0.0 0.1 -0.2 0.3930
H 5.1342 2.1743 2.5527 0.3 -0.1 0.2 0.4289
H 3.6590 -0.0344 1.5541 0.2 -0.1 0.1 -0.2915
H 5.3844 -0.4964 1.4502 -0.3 -0.1 -0.2 0.2561
H 4.1231 2.0416 0.2638 0.1 -0.1 0.0 0.3286
H 5.8467 1.6062 0.1823 -0.2 0.1 0.3 0.4263
H 5.1314 0.8315 -1.8176 0.2 -0.5 0.0 0.3563
H 5.0297 -0.6850 -0.8592 0.1 0.1 0.1 0.4881
H 2.9685 0.9690 -2.2325 0.0 0.1 0.2 0.4751
H 2.4966 0.6349 -0.5784 -0.1 -0.3 -0.1 0.1228
H 3.6001 -1.7335 -1.9347 -0.2 0.0 -0.3 0.2956
H 2.2670 -1.1384 -2.9116 -0.2 0.1 0.2 0.5332
H 2.2054 -2.7699 -0.5108 0.0 0.2 0.1 0.5323
H 1.6124 -1.1785 -0.0257 -0.2 -0.2 0.0 -0.8462
H 0.6769 -2.8436 -2.4055 -0.2 -0.1 0.1 0.5105
H -0.1687 -1.4172 -1.8655 -0.1 -0.1 0.1 0.2238
H 0.2545 -3.8413 -0.0247 -0.2 0.2 0.3 0.5928
H -1.0383 -3.8400 -1.2107 0.2 0.1 0.3 -0.7597
H -1.8285 -3.2248 1.0393 -0.1 0.0 -0.2 0.4568
H -2.3195 -2.0929 -0.2096 0.2 -0.1 -0.2 0.3503
H 0.1252 -1.5214 1.5773 0.0 0.1 -0.2 0.0759
H -1.5238 -1.3220 2.1378 0.1 0.4 -0.1 0.6261
H -0.2600 0.1132 -0.2739 -0.2 -0.1 -0.1 -0.0658
H -2.0166 0.0020 -0.0318 0.2 0.1 -0.1 0.4740
H 0.2877 0.5792 2.8675 0.2 0.2 0.0 0.2145
H -1.1867 4.7738 4.7399 0.0 -0.1 -0.1 0.4863
H -3.1231 6.1964 4.3201 -0.1 0.0 -0.1 0.3936
H -4.5055 5.8560 2.2828 0.1 0.1 0.1 0.4037
H -3.8743 4.1274 0.6470 0.1 0.0 0.0 0.4410
O -3.4836 5.5729 -6.2314 0.0 0.1 -0.1 -0.6502
S -3.3931 6.2593 -4.9679 0.0 0.0 0.3 1.1294
O -3.7517 7.6482 -4.8344 0.0 0.0 -0.2 -0.6638
C -4.2693 5.3031 -3.7358 0.0 -0.3 0.2 -0.7485
C -3.2203 4.3413 -3.1862 0.0 0.0 0.0 -0.3865
C -1.9446 5.1713 -3.0076 0.0 0.0 0.0 -0.5968
C -1.7512 5.9964 -4.2866 0.3 -0.1 0.3 -0.6709
H -5.1177 4.8019 -4.1962 0.0 0.1 -0.1 0.4271
H -4.6137 5.9934 -2.9657 0.0 0.1 -0.1 0.3531
H -3.5415 3.8907 -2.2484 0.0 0.0 0.0 0.1639
H -3.0401 3.5367 -3.9027 0.0 0.0 0.0 0.3082
H -2.0627 5.8400 -2.1519 0.0 0.0 0.0 0.3084
H -1.0783 4.5410 -2.8118 0.0 0.0 0.0 0.3129
H -1.2925 6.9611 -4.0841 -0.1 0.1 -0.2 0.3571
H -1.1657 5.4560 -5.0284 -0.1 0.0 -0.1 0.3686
O -2.7006 -4.9234 -2.3944 0.0 0.0 0.1 -0.6688
S -2.1390 -6.1929 -2.0058 -0.1 -0.4 -0.1 1.2464
O -1.6535 -6.4320 -0.6713 -0.1 0.3 0.1 -0.6807
C -3.2968 -7.4825 -2.4474 -0.2 -0.2 -0.3 -0.7620
C -2.9201 -7.8532 -3.8786 0.1 0.1 0.0 -0.5476
C -1.3872 -7.9048 -3.9079 -0.1 0.0 0.0 -0.6784
C -0.8716 -6.6486 -3.1945 0.2 -0.2 -0.3 -0.6312
H -4.3141 -7.1104 -2.3501 0.1 0.1 0.1 0.4050
H -3.1354 -8.3186 -1.7672 0.0 0.1 0.1 0.3431
H -3.3629 -8.8034 -4.1741 0.0 0.0 0.0 0.3520
H -3.2768 -7.0853 -4.5689 0.0 0.0 0.0 0.2872
H -1.0435 -8.7960 -3.3785 0.0 0.0 0.0 0.2988
H -1.0044 -7.9620 -4.9261 0.0 0.0 0.0 0.3266
H 0.0607 -6.8340 -2.6665 0.0 0.1 0.1 0.3824
H -0.7476 -5.8161 -3.8853 -0.1 0.1 0.1 0.3636
```
Forces are in eV/Å.

---

No. 2
The following is a quantum chemistry calculation of a molecular structure, C34H55BBaF4N3O14, from OMol25.

Charge = +1
HOMO = -10.555 eV

```
112
Properties=species:S:1:pos:R:3:forces:R:3:mulliken_charge:R:1
Ba 2.9323 0.1325 -1.3425 0.0 0.1 0.4 1.9682
B -0.0626 0.4414 -1.2716 -3.8 2.7 0.7 -0.2781
F -1.4609 0.3933 -1.5611 1.5 0.0 -0.4 -0.2834
F 0.0544 1.0898 -0.0202 0.8 0.2 -0.4 -0.2447
F 0.4738 -0.7647 -1.1591 1.2 -3.2 0.0 -0.0672
F 0.6917 1.1313 -2.2732 0.0 0.3 0.0 -0.0766
C -5.5165 1.1930 -0.4940 3.0 0.2 0.4 -0.7058
C -6.7304 1.1958 0.1184 -1.5 0.2 -0.9 -0.6624
C -7.0458 2.1959 1.0321 -1.1 -0.3 -0.3 -0.2628
C -6.0803 3.0500 1.4432 0.7 -1.8 0.3 0.3862
C -4.7556 2.7625 1.1458 0.3 1.1 -0.1 -0.4078
C -4.4410 1.8914 0.0984 -1.1 1.0 1.1 -0.3089
N -6.4608 4.0471 2.3987 3.0 3.1 2.3 0.8597
O -7.4408 4.7119 2.2155 -1.5 -0.5 -0.5 -0.5236
O -5.6346 4.3860 3.2992 -1.1 -1.6 -1.6 -0.5663
H -5.1666 0.6490 -1.3590 -0.9 -0.6 -0.1 0.4173
H -7.4935 0.5416 -0.2766 -0.2 0.0 0.2 0.3520
H -8.0259 2.3923 1.4410 -0.3 -0.5 -0.3 0.4236
H -4.0977 3.3806 1.7387 0.8 -0.2 -0.3 0.3759
H -3.4140 1.8016 -0.2236 0.0 -0.2 -0.2 0.6099
C -1.2248 -3.0286 3.8734 -0.9 -1.1 0.5 -0.5188
C -1.2514 -2.1777 2.7959 1.4 0.6 -0.4 -1.2617
C -0.0247 -1.7702 2.2226 -1.2 0.3 -0.2 0.8485
C 1.1800 -2.0590 2.8463 -0.3 -1.2 -0.1 -0.5083
C 1.1346 -2.8471 4.0057 0.1 -0.8 1.1 -0.4769
C -0.0683 -3.3845 4.5203 1.7 1.0 -1.5 -0.7269
N 2.4935 -1.7982 2.1667 0.8 -0.5 2.4 0.5050
O 2.4827 -1.2172 1.0869 0.3 -0.3 0.5 0.0518
O 3.5255 -2.1670 2.7840 -2.3 1.0 -2.0 -0.6301
H -2.0814 -3.5950 4.2080 -0.6 0.6 -0.1 0.4699
H -2.1687 -1.7839 2.3835 -0.1 -0.4 -0.2 0.6254
H -0.1380 -1.2802 1.2669 0.6 0.3 0.0 0.3873
H 2.0081 -3.1408 4.5688 0.4 0.2 -0.4 0.4799
H -0.0764 -4.1263 5.3052 0.2 0.2 0.2 0.5568
C -0.3025 2.9897 -5.7345 -1.0 0.8 0.8 -0.4653
C -0.5302 4.3647 -6.0646 1.4 -3.4 -1.6 -0.4757
C -1.3651 5.1460 -5.3748 0.2 1.2 1.8 -0.4431
C -1.9525 4.6076 -4.2369 2.1 -2.0 -1.1 0.0869
C -1.7055 3.2849 -3.8368 -0.9 1.1 0.7 -0.4548
C -0.9134 2.4572 -4.5687 1.3 0.4 -1.7 -0.4723
N -2.7495 5.3996 -3.4475 -4.0 3.5 1.1 0.9247
O -3.5710 4.8545 -2.7230 0.7 -0.3 0.3 -0.5303
O -2.7922 6.6342 -3.6410 1.0 -1.6 0.2 -0.5866
H 0.3148 2.3864 -6.3836 0.1 0.0 0.0 0.4544
H -0.0810 4.7495 -6.9682 0.3 0.1 0.0 0.4132
H -1.2639 6.2064 -5.5527 -1.0 0.1 0.0 0.4131
H -2.1063 2.8979 -2.9116 -0.3 0.2 0.0 0.6527
H -0.7504 1.4711 -4.1595 0.1 -0.1 -0.4 0.3532
C 3.8875 -3.3269 -0.7695 -1.2 -2.2 0.3 -1.0126
O 2.9706 -2.4656 -1.4974 1.1 0.0 -1.2 0.1449
C 2.8527 -2.9961 -2.8767 1.1 0.4 0.2 -0.7715
C 1.9976 -2.2450 -3.8548 -2.1 1.5 0.3 -0.6617
O 2.4052 -0.8650 -3.9459 1.1 0.4 1.0 -0.2354
C 1.8446 -0.0909 -5.0017 0.3 -0.8 -1.0 -0.5707
H 4.7582 -3.7728 -1.2502 0.0 0.8 -1.0 0.3947
H 3.2359 -4.1896 -0.6307 0.3 -0.5 0.5 0.2428
H 4.2541 -3.0764 0.2260 -0.6 1.2 -0.1 0.2909
H 2.5750 -4.0495 -2.8410 -0.1 0.0 0.0 0.4443
H 3.8516 -2.8840 -3.2984 0.3 -0.5 0.0 0.4440
H 0.9422 -2.1423 -3.6026 -0.3 -0.6 0.7 0.2643
H 1.9228 -2.7388 -4.8237 0.9 -0.1 -0.2 0.5679
H 2.3191 -0.4983 -5.8945 -0.6 0.0 -0.5 0.4553
H 2.1242 0.9625 -5.0151 0.2 -0.1 0.9 -0.1750
H 0.7562 -0.1415 -5.0331 0.0 -0.2 0.0 0.3872
C 4.9627 1.6845 1.5330 1.6 0.1 1.6 -1.0152
O 3.7952 1.6380 0.8082 -0.6 0.8 -2.1 0.1114
C 3.3455 2.9750 0.4547 -0.6 -0.2 -0.7 -0.5986
C 3.8377 3.5660 -0.8853 0.6 -1.2 0.0 -0.6857
O 3.4902 2.6807 -1.9802 -0.2 -0.5 1.4 -0.0242
C 3.3841 3.3354 -3.1957 -0.3 0.7 -1.4 -0.7352
H 5.7298 2.3415 1.1230 -0.2 0.5 -0.1 0.3502
H 5.5007 0.7403 1.6180 -0.6 -0.4 -0.1 0.2578
H 4.6644 2.0010 2.5325 0.6 0.1 0.3 0.3035
H 3.5655 3.7177 1.2216 0.1 -0.3 0.3 0.5399
H 2.2678 2.8178 0.4097 -0.2 0.5 -0.1 0.1515
H 4.9200 3.6486 -0.9845 0.2 0.2 0.6 0.3329
H 3.4330 4.5689 -1.0214 -0.4 -0.1 0.0 0.4864
H 4.3238 3.7647 -3.5431 0.2 0.3 0.3 0.3411
H 2.6016 4.0899 -3.1156 0.1 0.2 -0.3 0.3927
H 3.1144 2.6573 -4.0054 -0.3 -0.3 0.3 -0.0794
C 1.4992 1.6031 3.5530 0.4 -1.1 0.0 -0.2949
O 0.7957 1.7409 4.7307 -0.6 0.1 1.9 -0.4861
C -0.1187 0.6667 5.0571 0.2 0.6 -1.9 -0.3254
C -1.4904 0.8125 4.3295 1.4 -0.3 2.0 0.0453
O -2.1959 1.8508 5.0147 -1.4 -3.7 -1.2 -0.4596
C -1.9028 3.1414 4.6392 0.9 0.4 1.2 -0.5779
H 2.2780 2.3639 3.5002 -0.6 0.6 -0.3 0.3066
H 0.8270 1.4860 2.7030 0.1 0.5 -0.5 0.1972
H 2.1164 0.7049 3.5741 0.1 -0.7 0.0 0.0421
H -0.3928 0.6121 6.1107 0.5 0.7 0.1 0.3732
H 0.3913 -0.2683 4.8252 -0.1 -0.3 -0.2 0.1139
H -1.8391 -0.1897 4.5786 -1.3 0.2 0.1 0.1394
H -1.4816 0.8315 3.2397 0.1 0.7 -0.1 0.2063
H -2.6838 3.6842 5.1716 0.2 0.7 -0.6 0.2364
H -1.8236 3.2954 3.5630 -0.3 0.2 -0.1 0.1623
H -0.9354 3.2546 5.1284 0.2 1.4 -0.4 0.3429
C 0.0151 -4.1409 -1.0180 -0.4 -1.1 0.7 -0.6065
O -0.3944 -4.8924 0.1710 0.2 0.5 -0.5 -0.3582
C 0.6435 -5.7902 0.6693 -0.9 0.8 -1.3 0.0430
C 0.2099 -6.9003 1.5995 0.2 -1.2 0.9 -0.9190
O -0.5951 -7.9653 1.1344 -0.4 1.8 -0.6 -0.3838
C -1.8432 -7.5037 0.6267 -0.6 -2.3 0.2 -0.6374
H 0.2150 -4.8104 -1.8546 0.0 -0.5 -0.1 0.5022
H 0.9190 -3.5411 -0.9115 -0.1 0.2 0.6 -0.1346
H -0.8159 -3.5217 -1.3557 0.0 0.1 0.5 0.4256
H 1.3241 -5.1256 1.2014 0.7 -0.4 0.0 0.0816
H 1.0300 -6.2305 -0.2499 0.8 -0.2 0.2 0.4117
H -0.1719 -6.5452 2.5567 -0.5 0.6 0.0 0.3883
H 1.0458 -7.5274 1.9095 0.9 0.8 -0.1 0.3546
H -2.4457 -6.8878 1.2943 0.6 0.7 0.0 0.2702
H -2.3881 -8.4465 0.6735 -0.5 0.0 -0.7 0.3139
H -1.7726 -7.1645 -0.4068 -0.1 0.3 0.2 0.2114
```
Forces are in eV/Å.

---

Which total energy belongs to each record? In order, -2575.7047 -2995.5338 hartree.
Which strongest force on any atom belongs to each record? In order, 1.78 5.38 eV/A.